Formula: C24H14Cl7N3O2Y
Source: the Open Molecules 2025 dataset
Level of theory: ωB97M-V/def2-TZVPD

The geometry in XYZ format:
```
51
Properties=species:S:1:pos:R:3:forces:R:3:nbo_charge:R:1
Y -0.509464 -0.943243 -0.264185 -1.0 0.2 0.9 1.879
C 0.844196 -4.387848 0.761333 0.0 0.0 0.0 -0.229
C -0.335217 -4.108972 1.444601 0.1 -0.1 0.0 -0.204
C -1.519449 -3.948539 0.738504 -0.1 -0.1 -0.2 -0.245
C -1.524348 -4.081809 -0.652153 -0.1 0.0 0.1 -0.239
C -0.347489 -4.360652 -1.331157 0.1 0.0 0.1 -0.214
C 0.838291 -4.504633 -0.620691 0.0 0.0 0.0 -0.131
H 1.773614 -4.485723 1.307685 0.0 0.0 0.0 0.216
H -0.332709 -4.014666 2.522307 0.0 0.1 0.0 0.224
H -2.446311 -3.750898 1.261392 0.0 0.1 0.0 0.235
H -2.457639 -3.983684 -1.191599 0.0 0.1 0.0 0.234
H -0.347675 -4.434720 -2.409764 0.0 0.0 0.0 0.227
H 1.764853 -4.672418 -1.152896 0.0 0.0 0.0 0.210
O 0.748319 -1.705304 -1.781559 0.0 1.3 -0.6 -0.799
N 1.711030 -0.710445 -1.967228 -0.4 1.8 2.0 0.019
N 1.442846 0.573770 -1.602746 2.3 -1.9 -4.4 -0.578
O -0.114958 1.291891 0.821961 -0.6 0.9 0.1 -0.980
C 1.492210 2.986862 -0.570544 -0.1 -0.5 -0.1 0.023
C 2.163962 3.429377 -1.694488 0.0 0.0 0.0 -0.255
C 2.875587 4.610605 -1.571456 0.1 0.0 0.1 -0.195
C 2.896567 5.298195 -0.361240 0.0 0.0 0.0 -0.223
C 2.207059 4.809930 0.740932 0.1 0.1 -0.1 -0.200
C 1.482487 3.629568 0.649999 -0.1 0.0 0.0 -0.259
H 2.137989 2.854709 -2.609631 0.0 0.0 0.0 0.256
H 3.421276 4.997210 -2.422176 0.0 0.0 0.0 0.213
H 3.459902 6.218376 -0.277189 0.0 0.0 0.0 0.210
H 2.238100 5.345518 1.680638 0.0 0.0 0.0 0.216
H 0.936166 3.197985 1.478754 0.0 0.0 0.0 0.277
Cl 2.281226 -0.963663 1.265006 -0.1 0.0 0.1 0.058
C 1.131705 -0.846806 2.590969 -0.1 -0.3 0.1 -0.051
C -0.194000 -1.083623 2.272710 0.1 0.2 -0.4 -0.500
C -1.089294 -0.918033 3.307802 -0.1 -0.2 -0.1 0.039
Cl -2.795679 -1.126164 2.939836 0.1 0.0 0.0 -0.001
C -0.717585 -0.597363 4.609117 0.0 0.0 0.1 -0.130
Cl -1.889748 -0.436264 5.868782 0.0 0.0 0.0 0.022
C 0.634076 -0.410313 4.890965 0.0 0.0 0.0 -0.097
Cl 1.145738 -0.033900 6.496528 0.0 0.0 0.0 0.024
C 1.573439 -0.531663 3.867391 0.1 0.1 0.0 -0.090
Cl 3.252644 -0.274232 4.196252 0.0 0.0 0.0 0.018
Cl -3.536314 -1.595674 -4.537955 0.0 0.0 0.0 -0.052
C -3.112296 -0.329909 -3.390658 0.0 0.1 -0.1 -0.363
C -3.121960 1.019903 -3.832426 -0.1 -0.1 -0.1 -0.150
C -2.564399 2.133836 -3.296275 0.0 0.1 0.2 -0.314
C -1.599873 2.274070 -2.215319 0.4 0.1 -0.1 -0.312
C -1.035571 1.280699 -1.520511 -0.4 -1.5 -0.5 -0.441
Cl 0.473421 1.504175 -0.695005 0.2 -0.1 2.7 1.301
C -2.899277 -0.729640 -2.114773 -0.1 0.0 0.3 0.415
N -2.746726 -1.006437 -0.978932 -0.1 -0.4 0.0 -0.660
H -3.666093 1.166344 -4.761918 0.0 0.0 0.0 0.205
H -2.784996 3.060016 -3.813953 0.0 0.0 0.1 0.197
H -1.237636 3.294211 -2.075043 0.0 0.0 0.0 0.197
```
Forces are in eV/Å.

Output
**Charge**: -1
**Relative energy (zero: lowest compared OMol25 entry of this formula, charge and spin)**: 12.719 eV
**LUMO level (alpha / beta)**: 2.41 / 2.41 eV
**HOMO-LUMO gap (alpha / beta)**: 5.8 / 5.8 eV